The following is a quantum chemistry calculation of the molecule CH3ClN2 at a distorted geometry, from the OMol25 dataset.

Last column: Mulliken charge in e.
Geometry (Å):
Cl  0.282  2.762  -0.861  -0.086
N  -0.431  1.212  -0.764  -0.200
C  0.306  0.130  -0.242  0.039
N  -0.612  0.728  0.650  -0.424
H  1.338  0.488  0.139  0.213
H  0.358  -0.926  -0.718  0.224
H  -1.597  0.537  0.728  0.235

Summary:
HOMO energy = -0.36712 hartree
Relative energy (zero: lowest compared OMol25 entry of this formula, charge and spin) = 406.2 kJ/mol
Multiplicity = 1
F_max = 0.0740 hartree/bohr
Kohn-Sham gap = 11.04 eV
LUMO = 1.051 eV